Record 1
{"formula": "C4H30N2O9", "method": "ωB97M-V/def2-TZVPD", "spin_multiplicity": 2, "energy_ev": -26031.7702, "s2": 0.7551, "charge": 1, "orbital_gap_ev": [10.8, 4.9], "elements": ["N", "C", "C", "C", "C", "N", "H", "H", "H", "H", "H", "H", "H", "H", "H", "H", "H", "H", "H", "H", "O", "H", "H", "O", "H", "H", "O", "H", "H", "O", "H", "H", "O", "H", "H", "O", "H", "H", "O", "H", "H", "O", "H", "H", "O"], "coordinates": [[-2.40, 0.82, 0.62], [-4.59, -0.81, -1.07], [-3.55, 0.38, -1.48], [-2.28, 0.26, -0.71], [-0.95, 0.82, -1.52], [0.25, 0.93, -0.65], [-2.43, 1.80, 0.50], [-3.25, 0.52, 1.07], [-5.50, -0.45, -1.51], [-4.23, -1.78, -1.31], [-4.78, -0.75, -0.05], [-4.09, 1.37, -1.20], [-3.34, 0.36, -2.57], [-1.96, -0.78, -0.55], [-0.92, 0.18, -2.43], [-1.20, 1.94, -1.85], [-0.06, 0.64, 0.28], [0.94, 0.29, -1.04], [0.76, -0.26, 2.68], [0.58, 1.06, 3.44], [1.18, 0.54, 2.76], [3.63, -1.19, -0.82], [4.24, -2.51, -1.63], [3.66, -1.83, -1.56], [3.84, -1.70, 1.51], [3.66, -0.06, 1.20], [3.50, -1.00, 0.91], [-0.38, -1.90, -3.56], [1.00, -2.42, -3.48], [0.58, -1.57, -3.49], [-0.40, 2.68, 4.69], [-0.58, 1.23, 5.49], [-0.31, 1.67, 4.73], [0.57, 4.80, -0.95], [1.72, 3.98, -0.30], [1.17, 4.74, -0.21], [1.63, -1.27, 0.64], [0.70, -2.61, 0.80], [1.03, -1.85, 1.24], [1.83, 2.16, 0.27], [2.48, 2.54, 1.63], [2.67, 2.19, 0.81], [2.21, -5.02, -0.26], [1.80, -3.60, -0.45], [1.58, -4.50, -0.63]]}

***

Record 2
{"formula": "C54H120Br4N6", "method": "ωB97M-V/def2-TZVPD", "spin_multiplicity": 2, "energy_ev": -347044.5086, "s2": 0.7508, "charge": 1, "orbital_gap_ev": [2.5, 7.6], "elements": ["C", "C", "C", "C", "N", "C", "C", "C", "C", "C", "H", "H", "H", "H", "H", "H", "H", "H", "H", "H", "H", "H", "H", "H", "H", "H", "H", "H", "H", "H", "C", "C", "C", "C", "N", "C", "C", "C", "C", "C", "H", "H", "H", "H", "H", "H", "H", "H", "H", "H", "H", "H", "H", "H", "H", "H", "H", "H", "H", "H", "C", "C", "C", "C", "N", "C", "C", "C", "C", "C", "H", "H", "H", "H", "H", "H", "H", "H", "H", "H", "H", "H", "H", "H", "H", "H", "H", "H", "H", "H", "C", "C", "C", "C", "N", "C", "C", "C", "C", "C", "H", "H", "H", "H", "H", "H", "H", "H", "H", "H", "H", "H", "H", "H", "H", "H", "H", "H", "H", "H", "C", "C", "C", "C", "N", "C", "C", "C", "C", "C", "H", "H", "H", "H", "H", "H", "H", "H", "H", "H", "H", "H", "H", "H", "H", "H", "H", "H", "H", "H", "C", "C", "C", "C", "N", "C", "C", "C", "C", "C", "H", "H", "H", "H", "H", "H", "H", "H", "H", "H", "H", "H", "H", "H", "H", "H", "H", "H", "H", "H", "Br", "Br", "Br", "Br"], "coordinates": [[1.66, 5.59, -1.87], [2.63, 4.47, -2.10], [2.05, 3.31, -2.93], [1.84, 3.87, -4.38], [1.38, 2.80, -5.37], [1.12, 3.45, -6.81], [1.22, 2.32, -7.80], [2.02, 1.22, -7.06], [2.50, 1.77, -5.71], [0.19, 2.07, -4.78], [0.90, 5.30, -1.14], [1.16, 6.10, -2.70], [2.22, 6.45, -1.50], [2.95, 4.06, -1.15], [3.59, 4.83, -2.47], [1.21, 2.78, -2.48], [2.86, 2.58, -2.94], [2.74, 4.38, -4.71], [1.01, 4.57, -4.42], [0.15, 3.95, -6.89], [1.90, 4.21, -6.87], [0.25, 1.86, -7.96], [1.70, 2.75, -8.68], [1.50, 0.27, -7.00], [2.89, 0.92, -7.64], [2.68, 1.21, -4.79], [3.32, 2.46, -5.87], [-0.24, 1.47, -5.59], [-0.49, 2.84, -4.43], [0.58, 1.40, -4.01], [4.29, 4.02, 2.56], [4.74, 2.87, 1.64], [5.04, 1.60, 2.35], [5.08, 0.45, 1.37], [5.55, -0.87, 2.02], [7.02, -0.93, 2.43], [7.53, -2.41, 2.24], [6.78, -2.75, 0.93], [5.39, -2.05, 0.98], [4.61, -1.19, 3.23], [5.07, 4.41, 3.21], [3.38, 3.87, 3.15], [4.09, 4.87, 1.90], [5.48, 3.20, 0.91], [3.92, 2.73, 0.94], [4.29, 1.43, 3.13], [5.90, 1.70, 3.01], [5.77, 0.66, 0.54], [4.09, 0.23, 0.97], [7.15, -0.61, 3.47], [7.64, -0.24, 1.85], [7.26, -3.18, 2.98], [8.61, -2.41, 2.16], [6.75, -3.81, 0.68], [7.29, -2.30, 0.07], [4.64, -2.81, 1.25], [5.07, -1.62, 0.03], [4.83, -0.50, 4.05], [4.79, -2.22, 3.52], [3.61, -0.97, 2.85], [-2.06, 4.23, 3.79], [-2.09, 2.71, 3.97], [-1.15, 1.79, 3.25], [-1.34, 1.57, 1.72], [-0.05, 1.03, 1.10], [-0.34, 0.57, -0.36], [0.87, -0.34, -0.71], [1.23, -1.09, 0.63], [0.60, -0.25, 1.78], [1.00, 2.17, 0.97], [-2.85, 4.75, 4.32], [-2.11, 4.54, 2.74], [-1.09, 4.61, 4.13], [-3.08, 2.27, 3.91], [-1.83, 2.55, 5.01], [-1.03, 0.80, 3.70], [-0.13, 2.12, 3.42], [-1.61, 2.46, 1.14], [-2.09, 0.83, 1.43], [-0.43, 1.44, -1.01], [-1.30, 0.06, -0.41], [1.75, 0.28, -0.92], [0.77, -0.98, -1.58], [2.32, -1.09, 0.68], [0.89, -2.12, 0.73], [1.26, 0.11, 2.57], [-0.14, -0.88, 2.27], [0.55, 3.09, 0.61], [1.85, 1.92, 0.33], [1.36, 2.41, 1.97], [-2.52, 0.66, 9.20], [-1.43, 0.72, 8.14], [-1.82, 0.12, 6.79], [-2.19, -1.41, 6.89], [-2.61, -1.95, 5.49], [-3.28, -3.35, 5.58], [-2.22, -4.38, 5.65], [-0.99, -3.79, 5.11], [-1.34, -2.36, 4.73], [-3.72, -1.09, 4.76], [-2.20, 1.26, 10.05], [-2.69, -0.39, 9.44], [-3.45, 1.12, 8.86], [-0.51, 0.23, 8.44], [-1.22, 1.77, 7.91], [-1.12, 0.23, 5.97], [-2.72, 0.67, 6.49], [-3.15, -1.59, 7.40], [-1.43, -2.02, 7.37], [-3.80, -3.51, 4.64], [-4.01, -3.31, 6.39], [-2.68, -5.11, 4.98], [-2.20, -4.78, 6.66], [-0.66, -4.23, 4.17], [-0.16, -3.85, 5.82], [-1.45, -2.25, 3.65], [-0.43, -1.83, 4.98], [-3.97, -1.30, 3.72], [-3.26, -0.11, 4.63], [-4.64, -1.08, 5.34], [-5.79, 2.91, 1.80], [-6.12, 3.30, 0.38], [-6.46, 2.15, -0.62], [-5.32, 1.10, -0.80], [-5.35, 0.34, -2.16], [-5.30, 1.31, -3.38], [-4.26, 0.73, -4.27], [-3.22, 0.08, -3.34], [-4.13, -0.59, -2.26], [-6.68, -0.48, -2.24], [-4.94, 2.25, 1.96], [-6.58, 2.44, 2.39], [-5.48, 3.84, 2.29], [-5.25, 3.77, -0.07], [-7.01, 3.93, 0.41], [-6.61, 2.62, -1.59], [-7.37, 1.67, -0.25], [-5.16, 0.38, 0.00], [-4.31, 1.51, -0.84], [-6.24, 1.61, -3.83], [-4.81, 2.20, -2.97], [-4.72, -0.03, -4.91], [-3.81, 1.54, -4.85], [-2.60, -0.67, -3.82], [-2.50, 0.78, -2.92], [-4.46, -1.58, -2.55], [-3.57, -0.58, -1.32], [-7.48, 0.25, -2.09], [-6.71, -1.09, -1.33], [-6.76, -1.03, -3.18], [3.78, -4.36, -0.89], [3.09, -5.12, -2.02], [1.97, -4.29, -2.74], [1.35, -5.00, -3.95], [0.16, -4.16, -4.51], [-1.10, -4.14, -3.68], [-2.20, -3.72, -4.67], [-1.86, -4.51, -5.97], [-0.37, -4.80, -5.89], [0.75, -2.81, -4.94], [4.25, -3.43, -1.23], [4.53, -5.01, -0.44], [3.12, -3.97, -0.12], [2.66, -5.97, -1.49], [3.85, -5.44, -2.72], [2.59, -3.41, -2.93], [1.15, -4.09, -2.05], [0.91, -5.96, -3.67], [2.04, -5.20, -4.76], [-1.02, -3.52, -2.79], [-1.26, -5.20, -3.50], [-2.49, -2.69, -4.87], [-3.09, -4.23, -4.29], [-2.12, -3.82, -6.77], [-2.25, -5.52, -6.11], [0.27, -4.57, -6.74], [-0.15, -5.86, -5.82], [0.02, -2.16, -5.41], [1.59, -3.03, -5.60], [1.12, -2.24, -4.08], [4.23, -0.11, -2.45], [-2.92, -2.02, 0.97], [-2.32, 3.44, -1.70], [1.69, 1.17, 5.38]]}

***

Record 3
{"formula": "C7H14N2", "method": "ωB97M-V/def2-TZVPD", "energy_ev": -10461.8252, "orbital_gap_ev": 8.7, "elements": ["C", "C", "C", "C", "C", "C", "C", "N", "N", "H", "H", "H", "H", "H", "H", "H", "H", "H", "H", "H", "H", "H", "H"], "coordinates": [[-0.15, 0.90, 1.19], [0.72, -0.59, -2.72], [-0.45, -0.45, 0.50], [1.17, 0.80, 1.98], [1.55, 0.05, -3.78], [-1.82, -0.21, -0.31], [-0.83, -1.46, 1.60], [0.73, -0.62, -1.53], [0.70, -0.78, -0.34], [-1.01, 0.98, 1.92], [0.05, 1.81, 0.45], [2.02, 1.07, 1.30], [1.33, -0.07, 2.59], [1.29, 1.70, 2.70], [2.66, 0.07, -3.51], [1.38, 1.20, -3.76], [1.40, -0.55, -4.63], [-2.74, -0.55, 0.38], [-1.90, -0.91, -1.18], [-1.78, 0.85, -0.58], [-1.05, -2.35, 1.11], [-1.74, -1.18, 2.23], [0.11, -1.59, 2.23]]}

***

Record 4
{"formula": "C21H32FN6OPbS2Si", "method": "ωB97M-V/def2-TZVPD", "energy_ev": -70795.6120, "charge": 1, "orbital_gap_ev": 7.2, "elements": ["Pb", "N", "N", "C", "N", "S", "H", "H", "H", "H", "H", "C", "Si", "C", "C", "N", "C", "C", "C", "C", "C", "C", "F", "H", "H", "H", "H", "H", "H", "H", "H", "H", "H", "H", "H", "H", "C", "C", "C", "N", "C", "S", "N", "C", "O", "C", "C", "C", "C", "C", "C", "H", "H", "H", "H", "H", "H", "H", "H", "H", "H", "H", "H", "H", "H"], "coordinates": [[0.42, 0.34, 2.89], [-2.77, 0.26, 3.40], [-3.38, -0.77, 2.69], [-2.73, -1.45, 1.73], [-3.44, -2.43, 1.15], [-1.17, -1.14, 1.14], [-2.77, 0.05, 4.39], [-3.24, 1.13, 3.23], [-4.32, -1.03, 2.92], [-4.34, -2.73, 1.50], [-2.97, -3.01, 0.48], [3.61, 1.57, 0.02], [3.56, 0.78, 1.72], [3.23, 2.14, 2.98], [5.19, -0.02, 2.18], [2.26, -0.37, 1.88], [2.40, -1.70, 1.49], [3.25, -2.14, 0.45], [3.37, -3.48, 0.12], [2.63, -4.44, 0.80], [1.79, -4.05, 1.82], [1.70, -2.71, 2.13], [0.89, -2.34, 3.18], [4.61, 1.95, -0.22], [2.92, 2.42, -0.03], [3.33, 0.86, -0.77], [4.04, 2.86, 2.94], [3.20, 1.73, 4.00], [2.31, 2.70, 2.80], [5.77, 0.65, 2.83], [5.81, -0.26, 1.31], [5.02, -0.95, 2.72], [3.82, -1.39, -0.09], [4.03, -3.77, -0.68], [2.72, -5.49, 0.54], [1.20, -4.77, 2.39], [0.22, 0.63, -3.78], [0.64, -0.01, -2.46], [0.67, 0.97, -1.29], [-0.69, 1.45, -1.03], [-1.07, 2.11, 0.03], [0.05, 2.55, 1.25], [-2.37, 2.51, 0.19], [-3.51, 2.51, -0.64], [-4.42, 3.24, -0.33], [-3.59, 1.61, -1.83], [-3.30, 0.25, -1.74], [-3.49, -0.57, -2.84], [-3.97, -0.03, -4.03], [-4.26, 1.33, -4.12], [-4.09, 2.14, -3.01], [0.36, -0.07, -4.61], [0.83, 1.51, -3.99], [-0.83, 0.93, -3.79], [1.65, -0.43, -2.56], [-0.03, -0.84, -2.21], [1.31, 1.82, -1.52], [1.06, 0.50, -0.39], [-1.37, 1.29, -1.76], [-2.49, 3.14, 0.98], [-2.93, -0.17, -0.81], [-3.27, -1.62, -2.78], [-4.12, -0.67, -4.90], [-4.64, 1.75, -5.04], [-4.33, 3.20, -3.06]]}